Below is C3H6ClNS in the gas phase at a distorted geometry, with properties calculated with wB97M-V/def2-TZVPD.

Electronic energy in Ha: -1030.855804
LUMO (spin up / spin down) in eV: -0.961 / -1.026
Highest occupied orbital energy (spin up / spin down) in eV: -8.26 / -8.89
Orbital gap (spin up / spin down) in eV: 7.29 / 7.87

Atoms and positions in Å:
C -3.4377 -0.3545 0.4510
C 1.2646 0.8083 0.3751
C 1.0261 -0.3096 -0.6488
N 0.0663 -1.2639 -0.3187
S -2.0065 -1.1047 0.2172
Cl -4.0332 1.1767 -0.0340
H 0.6041 0.6363 1.2433
H 2.2883 0.7367 0.6987
H 1.0981 1.8364 -0.0836
H 0.8466 0.1729 -1.6445
H 1.9815 -0.6327 -0.7754
H 0.3019 -1.7019 0.5198

=====

Below is 2 unconnected molecules or ions with the total composition C3H6ClOP at a distorted geometry, with properties calculated with wB97M-V/def2-TZVPD.

Electronic energy in Ha: -994.510201
LUMO in eV: -1.377
Highest occupied orbital energy in eV: -8.85
Orbital gap in eV: 7.47

Atoms and positions in Å:
C -0.1076 0.4070 -0.1525
C -0.6506 1.2855 0.8635
C 0.9369 -0.5415 0.2966
O 0.1614 -1.4836 -2.5061
P -0.7566 0.6916 -1.7388
Cl -0.6575 -2.6689 -1.6898
H 0.1689 2.0173 1.1661
H -1.5637 1.8986 0.6886
H -0.8478 0.6250 1.6426
H 0.3322 -1.4780 0.6350
H 1.3367 -0.1520 1.2387
H 1.6476 -0.6009 -0.4437

=====

Below is C3H6ClP in the gas phase at a distorted geometry, with properties calculated with wB97M-V/def2-TZVPD.

Electronic energy in Ha: -919.229818
Spin multiplicity: 3
LUMO (spin up / spin down) in eV: 0.875 / -1.518
Highest occupied orbital energy (spin up / spin down) in eV: -7.30 / -10.08
Orbital gap (spin up / spin down) in eV: 8.18 / 8.56

Atoms and positions in Å:
C 0.0531 -1.1367 -1.4446
C -0.8406 -0.4407 -0.1389
C -0.0831 0.0626 0.9189
P 0.5891 1.8693 0.5902
Cl -1.3011 0.3944 2.3340
H -0.3093 -1.9231 -2.0703
H 1.0000 -1.3987 -0.8635
H -1.9371 -0.2937 -0.1753
H 0.6765 -0.5138 1.3712
H 0.2937 2.1723 -0.8179
H 1.8589 1.2080 0.2962

=====

Below is 2 unconnected molecules or ions with the total composition C3H6F2N at a distorted geometry, with properties calculated with wB97M-V/def2-TZVPD.

Electronic energy in Ha: -371.913545
LUMO (spin up / spin down) in eV: -5.984 / -4.816
Highest occupied orbital energy (spin up / spin down) in eV: -12.75 / -13.92
Orbital gap (spin up / spin down) in eV: 6.77 / 9.10
Net charge: +1

Atoms and positions in Å:
C -0.5955 -1.0844 0.5540
C 2.1952 1.1652 -1.6335
C 0.1772 -0.2103 -0.0754
N -1.7458 -0.7153 1.2962
F 1.9989 0.9746 -2.8572
F -0.3882 1.0417 -0.1471
H -0.4885 -2.0977 0.6055
H 3.1270 0.7360 -1.1260
H 1.7235 2.1453 -1.2081
H -1.5370 -0.3892 2.1958
H -2.1911 -1.6303 1.5001
H -2.2757 0.0644 0.8956

=====

Below is 2 unconnected molecules or ions with the total composition C3H6F2N2O at a distorted geometry, with properties calculated with wB97M-V/def2-TZVPD.

Electronic energy in Ha: -502.354954
LUMO in eV: 0.338
Highest occupied orbital energy in eV: -10.60
Orbital gap in eV: 10.93
Structure (SMILES): [H]/N=C(O)/C=N/[H].FCF

Atoms and positions in Å:
H -0.0130 -2.2354 -0.3749
N -0.1870 -1.2796 0.0183
C -1.3140 -0.7397 -0.0627
O -2.3971 -1.3702 -0.5656
C -1.4421 0.6957 0.3034
N -2.5522 1.2129 0.3747
H -2.5621 2.2325 0.3776
H -3.2044 -0.8909 -0.7868
H -0.4667 1.2434 0.2622
F 3.1192 0.6545 -1.1125
C 2.7479 0.2856 0.1362
F 3.5079 -0.8130 0.4640
H 3.0856 0.9946 0.8800
H 1.6781 0.0097 0.0862

=====

Below is 2 unconnected molecules or ions with the total composition C3H6F2N2O at a distorted geometry, with properties calculated with wB97M-V/def2-TZVPD.

Electronic energy in Ha: -502.291407
LUMO (spin up / spin down) in eV: 0.211 / -0.035
Highest occupied orbital energy (spin up / spin down) in eV: -8.61 / -7.24
Orbital gap (spin up / spin down) in eV: 8.82 / 7.20

Atoms and positions in Å:
C 0.9335 0.0505 -0.8906
C -0.0409 -0.7190 -0.0376
C -1.4325 1.5036 0.3927
N 1.7642 0.9211 -0.2076
N -0.8296 -1.5382 -0.7165
O 0.9964 -0.1627 -2.1110
F -2.2399 1.3417 -0.7220
F -0.4702 2.4947 0.0558
H -0.1018 -0.7940 1.0778
H -2.0761 1.6830 1.1735
H 1.5610 1.3551 0.6549
H 2.1813 1.5354 -0.9228
H -0.9133 -1.2673 -1.6979
H -1.2532 -2.2573 -0.2379

=====

Below is a molecular structure, C3H6F2NO2 at a distorted geometry, with properties calculated with wB97M-V/def2-TZVPD.

Electronic energy in Ha: -522.798688
LUMO in eV: 3.702
Highest occupied orbital energy in eV: -4.87
Orbital gap in eV: 8.57
Net charge: -1

Atoms and positions in Å:
C 0.4292 -0.5797 -0.6070
H -1.0136 1.3561 -0.9552
C -0.8163 0.1628 -0.1952
H 0.0946 -1.4897 -1.1198
H -1.7389 -0.2785 -0.5748
C 1.4981 -0.9497 0.3929
H 2.2084 -1.6388 -0.0878
H 2.0413 -0.0648 0.7463
H 1.0117 -1.4607 1.2329
N -1.0582 0.5757 1.1778
O -2.1215 0.2537 1.6849
O -0.2475 1.3029 1.7331
F 1.0589 0.2166 -1.6210
F -1.3462 2.5940 -1.8071

=====

Below is a molecular structure, C3H6F2OP2 at a distorted geometry, with properties calculated with wB97M-V/def2-TZVPD.

Electronic energy in Ha: -1075.390082
LUMO in eV: -0.817
Highest occupied orbital energy in eV: -9.19
Orbital gap in eV: 8.37

Atoms and positions in Å:
C -0.0604 0.2892 -0.0022
C -0.7299 -0.9543 -0.1274
C -0.5490 1.2077 1.0858
O -1.0805 -0.0054 -0.9756
F 1.0511 -1.7399 -0.9910
F -1.8383 0.8379 1.3417
P 1.6618 0.3540 -0.6377
P -1.5143 -2.2974 0.6272
H -0.5159 2.3124 0.7954
H -0.1644 1.1531 2.1158
H 1.5678 1.6769 -0.5800
H 0.9911 0.3257 -1.8871
H -0.5428 -2.5846 1.6517
H -0.8884 -3.2993 -0.1311

=====

Below is a molecular structure, C3H6F2OS at a distorted geometry, with properties calculated with wB97M-V/def2-TZVPD.

Electronic energy in Ha: -791.017344
LUMO in eV: 0.684
Highest occupied orbital energy in eV: -9.07
Orbital gap in eV: 9.76

Atoms and positions in Å:
C -0.0997 -0.5791 -0.8703
C 1.1584 -1.0532 -0.1613
C -0.6623 1.0447 0.0603
O -1.4792 1.7143 -0.8209
F 0.4407 1.7478 0.3463
F -1.2837 0.7622 1.1934
S 0.8452 -1.7305 1.4697
H -1.0923 -0.9929 -0.6053
H 0.0324 -0.4121 -1.9899
H 1.8956 -0.2345 -0.0192
H 1.7584 -1.8936 -0.5826
H -2.1264 2.3059 -0.3153
H 0.6128 -0.6787 2.2949

=====

Below is C3H6F2OS in the gas phase at a distorted geometry, with properties calculated with wB97M-V/def2-TZVPD.

Electronic energy in Ha: -790.918935
LUMO in eV: -0.159
Highest occupied orbital energy in eV: -9.46
Orbital gap in eV: 9.30
Structure (SMILES): C=[S@@](=O)(F)[C@@H](C)F

Atoms and positions in Å:
C -0.6339 1.3690 -1.8945
S 0.1623 0.9058 -0.5083
O 1.5775 1.0336 -0.4584
F -0.3011 2.0212 0.8943
C -0.0741 -1.0044 0.0146
C 0.4387 -1.1457 1.4379
F -1.3205 -1.3754 -0.2124
H -0.6418 2.4087 -2.0910
H -1.6184 0.8580 -1.8143
H 0.4199 -1.5402 -0.7464
H -0.3258 -0.8574 2.0664
H 0.9651 -2.1513 1.6346
H 1.3521 -0.5219 1.6775

=====

Below is C3H6F3NOSi in the gas phase at a distorted geometry, with properties calculated with wB97M-V/def2-TZVPD.

Electronic energy in Ha: -836.982490
LUMO in eV: 0.457
Highest occupied orbital energy in eV: -8.74
Orbital gap in eV: 9.20
Structure (SMILES): N/C(=C\C(F)(F)F)O[SiH3]

Atoms and positions in Å:
N -0.1056 -1.3572 0.4894
C 0.2231 -0.1840 -0.1367
C 0.8685 0.8694 0.4196
C 1.5689 0.8472 1.7279
F 2.4881 -0.2069 1.8575
F 2.1760 2.0012 1.8421
F 0.8023 0.6921 2.9031
O -0.3278 0.0130 -1.3555
Si -1.7236 -0.3171 -2.2226
H -0.0462 -1.4769 1.5895
H -0.8936 -1.7260 0.1016
H 1.0298 1.6621 -0.2555
H -2.1128 -1.6482 -2.4815
H -1.4550 0.4723 -3.3779
H -2.4920 0.3590 -1.1010

=====

Below is C3H6F3P in the gas phase at a distorted geometry, with properties calculated with wB97M-V/def2-TZVPD.

Electronic energy in Ha: -758.814347
LUMO in eV: 0.164
Highest occupied orbital energy in eV: -8.15
Orbital gap in eV: 8.31
Structure (SMILES): CCP(F)(F)=CF

Atoms and positions in Å:
C -1.0322 -0.4073 0.2008
C 0.0735 0.6091 0.5172
P 1.8305 0.3176 -0.0013
F 1.7575 0.8209 -1.5533
F 2.4911 1.5881 0.7328
C 3.4435 -0.4909 0.0497
F 3.5099 -1.6294 -0.6306
H -1.7821 -0.0705 -0.5923
H -1.7091 -0.5780 1.0599
H -0.6810 -1.3241 -0.1532
H -0.0665 1.6442 0.1211
H 0.2512 0.6577 1.6530
H 3.6810 -0.7122 1.0978

=====

What did the sixth record say?
Below is 2 unconnected molecules or ions with the total composition C3H6F2N2O at a distorted geometry, with properties calculated with wB97M-V/def2-TZVPD.

Electronic energy in Ha: -502.291407
LUMO (spin up / spin down) in eV: 0.211 / -0.035
Highest occupied orbital energy (spin up / spin down) in eV: -8.61 / -7.24
Orbital gap (spin up / spin down) in eV: 8.82 / 7.20

Atoms and positions in Å:
C 0.9335 0.0505 -0.8906
C -0.0409 -0.7190 -0.0376
C -1.4325 1.5036 0.3927
N 1.7642 0.9211 -0.2076
N -0.8296 -1.5382 -0.7165
O 0.9964 -0.1627 -2.1110
F -2.2399 1.3417 -0.7220
F -0.4702 2.4947 0.0558
H -0.1018 -0.7940 1.0778
H -2.0761 1.6830 1.1735
H 1.5610 1.3551 0.6549
H 2.1813 1.5354 -0.9228
H -0.9133 -1.2673 -1.6979
H -1.2532 -2.2573 -0.2379